[1]
The following is a quantum chemistry calculation of a 12-piece molecular cluster, C4H32N2O12S overall, from the OMol25 dataset.

Geometry (Å):
N  -1.287  -0.144  -0.396
C  -0.898  0.345  -1.659
O  -1.416  0.006  -2.692
N  0.374  1.094  -1.743
C  1.242  1.349  -0.615
C  1.609  2.788  -0.380
C  0.704  3.691  0.518
S  1.113  3.023  2.218
H  -1.994  -0.918  -0.429
H  -0.617  -0.361  0.300
H  0.304  1.751  -2.503
H  1.010  0.758  0.227
H  2.270  0.914  -1.064
H  2.567  2.929  0.192
H  1.981  3.435  -1.168
H  1.033  4.671  0.396
H  -0.372  3.733  0.306
H  2.252  3.677  2.689
O  0.438  -4.884  -2.052
H  0.418  -4.939  -1.022
H  1.336  -4.746  -2.200
O  -3.958  2.252  0.411
H  -3.340  1.655  0.000
H  -4.710  1.980  -0.108
O  3.593  -2.164  -1.414
H  3.501  -2.031  -2.386
H  4.612  -2.356  -1.317
O  1.514  -1.450  -3.549
H  1.268  -0.662  -3.028
H  0.962  -1.892  -4.110
O  1.682  -1.104  2.838
H  2.072  -0.313  3.060
H  2.433  -1.786  2.710
O  -2.775  3.148  3.244
H  -2.625  2.196  3.496
H  -3.294  3.038  2.386
O  -0.905  -0.891  -5.025
H  -1.828  -0.871  -4.733
H  -0.623  -0.410  -4.321
O  -1.528  0.200  3.900
H  -0.902  0.971  3.574
H  -2.119  -0.036  3.159
O  -0.534  -1.952  1.590
H  -0.175  -2.788  2.076
H  0.281  -1.199  1.967
O  2.356  -3.059  0.764
H  2.523  -2.875  -0.166
H  1.788  -2.327  0.966
O  -3.846  -1.562  1.682
H  -3.062  -1.068  1.849
H  -4.427  -0.816  1.561

Summary:
charge = 0
energy = -43050.3236 eV
SMILES string = NC(=O)NCCCS.O.O.O.O.O.O.O.O.O.O.O
HOMO = -9.62 eV
gap between HOMO and LUMO = 9.432 eV
LUMO = -0.2 eV

***

[2]
The following is a quantum chemistry calculation of C4H5NOS as an isolated structure, from the OMol25 dataset.

Geometry (Å):
C  0.507  -0.226  0.790
C  1.825  -0.821  -0.990
C  -0.161  0.864  -0.021
C  -1.371  0.089  0.447
N  -0.786  -0.843  1.143
O  1.147  -1.263  -0.057
S  -2.936  0.393  -0.167
H  1.202  -0.159  1.661
H  2.276  -1.722  -1.499
H  0.047  1.875  0.284
H  -0.088  0.923  -1.120
H  -3.695  -0.615  0.340

Summary:
charge = 0
energy = -18595.1076 eV
multiplicity = 3
HOMO (alpha / beta) = -6.41 / -9.87 eV
gap between HOMO and LUMO (alpha / beta) = 7.045 / 9.317 eV
LUMO (alpha / beta) = 0.6 / -0.6 eV

***

[3]
The following is a quantum chemistry calculation of a 7-piece molecular cluster, C40H96F12N5O6P2 overall, from the OMol25 dataset.

Geometry (Å):
C  19.059  12.560  4.873
C  20.413  12.629  5.607
C  20.277  13.045  7.080
C  19.779  14.364  7.458
N  20.596  15.563  7.090
C  20.307  15.980  5.635
C  19.500  17.284  5.730
C  20.015  17.978  7.024
C  20.128  16.751  7.926
C  22.117  15.215  7.272
C  23.113  16.377  7.348
C  24.439  15.795  6.864
H  18.589  13.591  4.734
H  18.469  11.891  5.478
H  19.187  12.066  3.875
H  21.165  13.264  5.145
H  20.840  11.711  5.565
H  21.164  12.906  7.634
H  19.549  12.375  7.562
H  19.792  14.437  8.555
H  18.727  14.561  7.152
H  21.259  16.052  5.061
H  19.799  15.149  5.178
H  19.488  17.810  4.756
H  18.435  17.066  5.892
H  20.906  18.646  6.960
H  19.227  18.594  7.403
H  20.836  16.884  8.749
H  19.207  16.465  8.404
H  22.334  14.565  6.449
H  22.135  14.688  8.206
H  23.176  16.771  8.376
H  22.757  17.249  6.820
H  24.453  15.615  5.770
H  24.621  14.876  7.400
H  25.189  16.546  7.147
C  10.722  21.598  16.276
C  12.175  21.825  15.855
C  12.549  22.300  14.390
C  12.260  21.181  13.506
N  12.479  21.369  12.005
C  11.392  22.101  11.316
C  10.262  21.063  11.244
C  10.895  19.688  11.126
C  12.415  20.023  11.339
C  13.812  22.029  11.732
C  15.104  21.296  12.171
C  16.278  22.127  11.472
H  10.646  21.107  17.257
H  10.262  20.990  15.485
H  10.196  22.561  16.415
H  12.636  20.849  15.935
H  12.582  22.446  16.587
H  13.605  22.571  14.385
H  11.946  23.148  14.124
H  11.275  20.684  13.645
H  13.008  20.411  13.761
H  11.806  22.263  10.306
H  11.115  23.027  11.862
H  9.525  21.263  10.483
H  9.551  21.231  12.114
H  10.711  19.282  10.146
H  10.447  19.033  11.836
H  13.034  20.202  10.468
H  12.942  19.350  11.990
H  13.817  23.015  12.171
H  13.848  22.290  10.671
H  15.116  20.249  11.858
H  15.304  21.372  13.257
H  17.140  22.141  12.133
H  15.911  23.142  11.356
H  16.586  21.894  10.501
C  16.711  10.343  15.786
O  16.249  10.690  14.476
C  17.203  11.553  13.820
C  16.712  11.656  12.368
N  15.283  12.055  12.325
H  14.672  11.510  12.972
H  15.231  12.968  12.775
C  14.579  11.985  11.015
C  13.072  12.106  11.253
O  12.848  11.197  12.334
C  11.686  11.437  13.102
H  15.915  9.658  16.141
H  16.770  11.230  16.473
H  17.649  9.779  15.815
H  18.284  11.255  13.879
H  17.151  12.506  14.327
H  16.842  10.732  11.832
H  17.325  12.479  11.880
H  14.877  11.059  10.525
H  14.929  12.717  10.334
H  12.511  11.714  10.362
H  12.722  13.109  11.475
H  10.786  11.287  12.507
H  11.632  12.461  13.490
H  11.809  10.664  13.881
C  7.323  9.559  19.612
O  6.964  8.168  19.839
C  6.175  7.870  20.919
C  6.208  6.365  21.043
N  7.610  5.854  20.897
H  7.941  6.282  19.998
H  8.190  6.322  21.627
C  7.764  4.352  20.905
C  9.180  3.996  20.493
O  10.085  4.906  21.087
C  11.442  4.485  20.953
H  7.650  10.023  20.562
H  6.528  10.211  19.310
H  8.236  9.538  19.004
H  5.127  8.019  20.797
H  6.499  8.343  21.829
H  5.620  5.828  20.262
H  5.845  6.076  21.990
H  7.099  3.884  20.152
H  7.508  3.850  21.833
H  9.274  4.057  19.411
H  9.442  2.967  20.816
H  12.066  5.310  21.262
H  11.609  4.327  19.886
H  11.681  3.548  21.514
C  19.380  19.723  13.826
O  19.575  18.310  13.846
C  18.605  17.485  14.412
C  18.814  15.991  13.953
N  20.234  15.446  14.197
H  20.413  14.701  13.507
H  20.859  16.146  13.911
C  20.489  15.107  15.578
C  21.952  14.728  15.737
O  22.709  15.808  15.287
C  24.113  15.476  15.310
H  18.484  20.026  13.330
H  20.314  20.061  13.342
H  19.295  20.092  14.856
H  17.599  17.674  13.976
H  18.449  17.581  15.548
H  18.562  15.826  12.913
H  18.169  15.263  14.456
H  19.813  14.376  15.892
H  20.352  16.066  16.093
H  22.131  13.731  15.311
H  21.978  14.618  16.808
H  24.378  15.106  14.314
H  24.267  14.674  16.061
H  24.684  16.373  15.654
P  20.594  12.858  11.359
F  20.244  11.367  11.698
F  21.627  12.393  10.308
F  19.321  12.771  10.209
F  20.838  14.383  10.909
F  19.407  13.335  12.394
F  21.721  13.019  12.459
P  15.108  15.774  12.444
F  14.023  16.885  11.815
F  16.453  16.723  12.264
F  15.019  16.311  13.927
F  16.190  14.679  12.906
F  13.924  14.767  12.683
F  15.323  15.142  10.939

Summary:
charge = +3
energy = -113947.1916 eV
HOMO = -14.80 eV
gap between HOMO and LUMO = 10.409 eV
LUMO = -4.4 eV